(1)
# C3H11NO3

3 unconnected molecules or ions with the total composition C3H11NO3 in a non-equilibrium geometry (ωB97M-V/def2-TZVPD, the Open Molecules 2025 dataset).

Last columns: bonded neighbours and bond lengths (Å).
CARTESIAN COORDINATES (ANGSTROEM)
1 C 0.71015 -0.89248 -0.35374  N2 1.469, H6 1.076, H7 1.078, H8 1.098
2 N -0.59163 -0.95228 -1.03142  C1 1.469, C3 1.435, C4 1.374
3 C -0.97954 0.13896 -1.87940  N2 1.435, H9 1.082, H10 1.087, H11 1.103
4 C -1.58100 -1.54703 -0.28599  N2 1.374, O5 1.212, H12 1.101
5 O -1.39851 -2.45279 0.49819  C4 1.212
6 H 0.82436 -1.71504 0.33049  C1 1.076
7 H 0.85718 0.12344 -0.02574  C1 1.078
8 H 1.53042 -1.08415 -1.05729  C1 1.098
9 H -1.57289 -0.19485 -2.72101  C3 1.082
10 H -0.11772 0.69635 -2.23816  C3 1.087
11 H -1.59312 0.93920 -1.43211  C3 1.103
12 H -2.61063 -1.18598 -0.43462  C4 1.101
13 O 2.02191 0.21206 2.14148  H14 0.964, H15 0.964
14 H 1.18372 0.33533 2.60102  O13 0.964
15 H 2.46220 1.06747 2.20524  O13 0.964
16 O 0.28690 2.51712 1.42798  H17 0.969, H18 0.965
17 H 0.96748 1.82731 1.40877  O16 0.969
18 H -0.39930 2.16737 0.84632  O16 0.965

- Molar mass: 109.1 g mol⁻¹
- Orbital gap: 9.93 eV
- E: -401.353096 Eh
- SMILES: CN(C)C=O.O.O
- ΔE to the lowest compared entry with this formula, charge and spin: 37.6 kcal per mole

(2)
# C3H11NO4

4 unconnected molecules or ions with the total composition C3H11NO4 in a non-equilibrium geometry (ωB97M-V/def2-TZVPD, the Open Molecules 2025 dataset).

Last columns: bonded neighbours and bond lengths (Å).
CARTESIAN COORDINATES (ANGSTROEM)
1 C 1.10174 0.70451 -1.14667  C4 1.446, H7 1.091, H8 1.079
2 C -0.24333 -1.00395 0.43956  O3 1.333, H9 1.162, H10 1.102, H11 1.083
3 O -1.21438 -1.76668 0.94045  C2 1.333, H17 1.116
4 C 1.83808 0.61302 0.09496  C1 1.446, N5 1.372, O6 1.226
5 N 2.95919 -0.17529 0.16501  C4 1.372, H12 1.021, H13 1.003
6 O 1.46482 1.24011 1.08072  C4 1.226
7 H 1.50384 0.21812 -2.03641  C1 1.091
8 H 0.27128 1.39067 -1.20608  C1 1.079
9 H -0.46761 -0.45439 -0.55914  C2 1.162
10 H 0.53932 -1.71287 0.12571  C2 1.102
11 H 0.10287 -0.22151 1.10303  C2 1.083
12 H 3.47855 -0.34786 -0.69706  N5 1.021
13 H 3.51533 -0.01743 0.98522  N5 1.003
14 H -2.23648 0.85672 -0.32650  O16 0.986
15 H -1.71613 1.88190 0.60249  O16 0.948
16 O -1.74865 1.71379 -0.33024  H14 0.986, H15 0.948
17 H -2.16309 -1.24366 0.67042  O3 1.116
18 H -3.81072 -1.15361 -0.11076  O19 0.951
19 O -3.17464 -0.52159 0.20528  H18 0.951

- Molar mass: 125.1 g mol⁻¹
- Orbital gap: 4.91 eV
- E: -476.413819 Eh
- ΔE to the lowest compared entry with this formula, charge and spin: 165.6 kcal per mole

(3)
# C3H11NOP

2 unconnected molecules or ions with the total composition C3H11NOP in a non-equilibrium geometry (ωB97M-V/def2-TZVPD, the Open Molecules 2025 dataset).

Last columns: bonded neighbours and bond lengths (Å).
CARTESIAN COORDINATES (ANGSTROEM)
1 C -0.94568 3.02928 0.33443  O5 1.498, H7 1.214, H8 1.051, H9 1.064
2 C -0.20670 -2.33666 -1.37892  P6 1.793, H10 1.116, H11 1.111, H12 1.055
3 C 1.33984 -0.20495 0.11876  P6 1.811, H13 1.021, H14 1.063, H15 1.143
4 N 1.20403 -2.98736 1.10485  P6 1.548, H16 1.032
5 O -1.48301 1.65882 0.61153  C1 1.498, H17 0.927
6 P 0.84538 -1.94393 0.01889  C2 1.793, C3 1.811, N4 1.548
7 H -1.62918 3.34968 -0.61637  C1 1.214
8 H 0.10244 3.08373 0.28384  C1 1.051
9 H -1.28486 3.71333 1.07488  C1 1.064
10 H 0.04122 -2.14257 -2.44965  C2 1.116
11 H -0.95921 -1.55625 -1.13637  C2 1.111
12 H -0.66445 -3.28342 -1.28948  C2 1.055
13 H 1.52122 0.27847 -0.76183  C3 1.021
14 H 2.02298 0.02308 0.90010  C3 1.063
15 H 0.30839 0.24393 0.32012  C3 1.143
16 H 2.00259 -2.82580 1.73821  N4 1.032
17 H -2.21500 1.90061 1.12702  O5 0.927

- Molar mass: 108.1 g mol⁻¹
- Total charge: +1
- Orbital gap: 8.42 eV
- E: -591.902422 Eh
- ΔE to the lowest compared entry with this formula, charge and spin: 91.5 kcal per mole

(4)
# C3H11NOS

2 unconnected molecules or ions with the total composition C3H11NOS in a non-equilibrium geometry (ωB97M-V/def2-TZVPD, the Open Molecules 2025 dataset).

Last columns: bonded neighbours and bond lengths (Å).
CARTESIAN COORDINATES (ANGSTROEM)
1 N -1.14159 1.39796 0.24944  C2 1.462, H5 1.001, H6 0.999
2 C 0.26585 1.79482 0.26168  N1 1.462, C3 1.526, H7 1.091, H8 1.103
3 C 1.24242 1.02674 -0.62372  C2 1.526, O4 1.405, H9 1.101, H10 1.092
4 O 1.62697 -0.20157 -0.05934  C3 1.405, H11 0.959
5 H -1.69175 1.77639 -0.49627  N1 1.001
6 H -1.43585 0.80362 0.99626  N1 0.999
7 H 0.65050 1.78214 1.28308  C2 1.091
8 H 0.36698 2.87329 0.05483  C2 1.103
9 H 0.81455 0.90742 -1.63085  C3 1.101
10 H 2.13055 1.65053 -0.74206  C3 1.092
11 H 0.80624 -0.69739 -0.02854  O4 0.959
12 C -0.28441 -2.72836 0.38778  S13 2.042, H14 1.081, H15 1.083, H16 1.081
13 S -1.55262 -1.56008 -0.70664  C12 2.042, H17 1.471
14 H -0.02304 -2.17724 1.28014  C12 1.081
15 H -0.87717 -3.61612 0.56885  C12 1.083
16 H 0.50778 -2.91633 -0.32352  C12 1.081
17 H -1.40541 -0.11583 -0.47110  S13 1.471

- Molar mass: 109.2 g mol⁻¹
- Orbital gap: 9.53 eV
- E: -649.008954 Eh
- SMILES: NCCO.CS
- ΔE to the lowest compared entry with this formula, charge and spin: 45.8 kcal per mole

(5)
# C3H11NOS2

2 unconnected molecules or ions with the total composition C3H11NOS2 in a non-equilibrium geometry (ωB97M-V/def2-TZVPD, the Open Molecules 2025 dataset).

Last columns: bonded neighbours and bond lengths (Å).
CARTESIAN COORDINATES (ANGSTROEM)
1 C -1.15049 2.93345 1.10342  S2 1.774, H7 1.146, H8 1.111, H9 1.092
2 S -1.30528 1.16822 1.02301  C1 1.774, S3 2.143
3 S -1.45012 0.68360 -1.05974  S2 2.143, C4 1.710
4 C -1.25155 -0.95745 -1.49662  S3 1.710, C5 1.514, H10 1.179, H11 1.140
5 C 0.08705 -1.65875 -1.40083  C4 1.514, N6 1.494, H12 1.060, H13 1.044
6 N 0.58839 -2.15560 -0.08456  C5 1.494, H14 1.096, H15 1.094
7 H -0.14888 3.35359 0.73717  C1 1.146
8 H -1.07669 3.30261 2.14877  C1 1.111
9 H -1.92816 3.37513 0.47634  C1 1.092
10 H -2.25121 -1.47317 -1.14234  C4 1.179
11 H -1.47494 -1.13367 -2.60004  C4 1.140
12 H 0.04340 -2.49640 -2.04902  C5 1.060
13 H 0.79732 -0.97208 -1.73955  C5 1.044
14 H 0.41137 -3.23214 0.02356  N6 1.096
15 H -0.15461 -1.69341 0.57142  N6 1.094
16 O 3.45527 0.13499 1.46345  H17 1.017, H18 0.942
17 H 2.64379 0.43978 1.99436  O16 1.017
18 H 4.16535 0.38130 2.03118  O16 0.942

- Molar mass: 141.3 g mol⁻¹
- Orbital gap: 8.47 eV
- E: -1047.185947 Eh
- SMILES: CSSCCN.O
- ΔE to the lowest compared entry with this formula, charge and spin: 51.1 kcal per mole

(6)
# C3H11NOSSi

A single C3H11NOSSi molecule in a non-equilibrium geometry (ωB97M-V/def2-TZVPD, the Open Molecules 2025 dataset).

Last columns: bonded neighbours and bond lengths (Å).
CARTESIAN COORDINATES (ANGSTROEM)
1 C 2.21089 1.57031 0.53043  S7 1.802, H8 1.161, H9 1.084, H10 1.054
2 C -0.87496 -2.05573 0.68472  Si6 1.922, H11 1.197, H12 1.116, H13 0.986
3 C -0.63105 0.19348 -1.68921  Si6 1.956, H14 1.061, H15 1.011, H16 1.176
4 N -1.86018 0.65829 0.98446  Si6 1.730, H17 0.995, H18 0.994
5 O 2.42724 -0.72658 -0.65474  S7 1.491
6 Si -0.57419 -0.21411 0.22345  C2 1.922, C3 1.956, N4 1.730, S7 2.499
7 S 1.89091 -0.20008 0.63286  C1 1.802, O5 1.491, Si6 2.499
8 H 3.32646 1.85467 0.68394  C1 1.161
9 H 1.95136 1.98111 -0.43829  C1 1.084
10 H 1.52221 2.19084 1.03178  C1 1.054
11 H 0.20051 -2.57864 0.64474  C2 1.197
12 H -1.30383 -2.09095 1.71428  C2 1.116
13 H -1.46952 -2.40962 -0.01707  C2 0.986
14 H -1.57496 -0.03547 -2.11528  C3 1.061
15 H -0.39328 1.17169 -1.78737  C3 1.011
16 H 0.05316 -0.59916 -2.22482  C3 1.176
17 H -2.38157 1.20555 0.33776  N4 0.995
18 H -2.51920 0.08441 1.45836  N4 0.994

- Molar mass: 137.3 g mol⁻¹
- Orbital gap: 8.50 eV
- E: -938.540243 Eh
- ΔE to the lowest compared entry with this formula, charge and spin: 2.8 kcal per mole

(7)
# C3H11O

2 unconnected molecules or ions with the total composition C3H11O in a non-equilibrium geometry (ωB97M-V/def2-TZVPD, the Open Molecules 2025 dataset).

Last columns: bonded neighbours and bond lengths (Å).
CARTESIAN COORDINATES (ANGSTROEM)
1 O 2.82191 0.23011 0.53319  H2 0.981, H3 0.978, H4 0.985
2 H 2.29747 -0.59438 0.61467  O1 0.981
3 H 3.65685 0.16851 1.03804  O1 0.978
4 H 2.18780 0.98346 0.53027  O1 0.985
5 C -0.29779 0.51682 0.44870  C6 1.530, H8 1.106, H9 1.094, H10 1.095
6 C -1.66623 0.23992 -0.17743  C5 1.530, C7 1.517, H11 1.080, H12 1.088
7 C -1.67814 -1.03205 -1.00417  C6 1.517, H13 1.092, H14 1.084, H15 1.095
8 H 0.25881 1.09388 -0.31361  C5 1.106
9 H -0.40589 1.24488 1.25813  C5 1.094
10 H 0.23080 -0.35782 0.84229  C5 1.095
11 H -2.43099 0.22826 0.58489  C6 1.080
12 H -1.84075 1.07764 -0.84881  C6 1.088
13 H -2.64070 -1.14524 -1.50811  C7 1.092
14 H -1.54211 -1.95593 -0.45415  C7 1.084
15 H -0.92873 -1.03199 -1.80316  C7 1.095

- Molar mass: 63.1 g mol⁻¹
- Total charge: +1
- Orbital gap: 10.07 eV
- E: -195.803448 Eh
- ΔE to the lowest compared entry with this formula, charge and spin: 8.1 kcal per mole